This record from OMol25 describes a 2-piece molecular cluster, C3H10N3O overall. The level of theory is wB97M-V/def2-TZVPD.

The charge is +1. The relative energy (zero: lowest compared OMol25 entry of this formula, charge and spin) comes out at 98.5 kcal/mol. The orbital gap is 0.3411 hartree.

Last column: natural (NBO) charge in e.
CARTESIAN COORDINATES (ANGSTROEM)
O 0.647 0.327 -0.440  -0.777
N 1.788 -1.491 1.592  -0.499
N 2.417 0.810 1.322  -0.802
N -1.825 -0.988 -1.226  -0.873
C 1.927 -0.398 1.300  0.803
C -1.828 0.145 -0.249  -0.263
C -0.605 1.008 -0.651  -0.079
H 1.816 -2.476 1.515  0.479
H 1.808 1.506 0.704  0.496
H -1.697 -0.281 0.789  0.206
H 3.402 0.873 1.479  0.456
H -0.518 2.011 -0.037  0.188
H 0.596 -0.469 -0.931  0.502
H -2.726 0.828 -0.436  0.213
H -0.669 1.238 -1.797  0.202
H -2.391 -0.876 -2.128  0.388
H -2.142 -1.766 -0.807  0.361

This record from OMol25 describes C11H9MnN4O2S2SbSe4 as an isolated structure. The level of theory is wB97M-V/def2-TZVPD.

The charge is -2. The relative energy (zero: lowest compared OMol25 entry of this formula, charge and spin) comes out at 36.2 kcal/mol. As for the spin multiplicity: 6. The expectation value of S² is 9.02. The orbital gap (spin up / spin down) is 0.1890 / 0.1852 hartree.

Last column: Löwdin spin population.
CARTESIAN COORDINATES (ANGSTROEM)
Sb -6.418 -0.667 3.634  -0.057
Se -6.641 1.417 4.876  -0.051
Se -6.265 -2.598 5.128  -0.049
Se -2.873 -0.183 -0.738  0.388
Se -4.348 -0.434 1.648  0.101
Mn -1.870 -0.340 1.523  4.425
S 1.827 -0.306 1.335  0.009
S -1.186 -3.802 1.100  0.035
O 2.713 0.795 1.635  0.004
O 2.079 -1.583 1.962  0.001
N 0.341 1.784 0.076  0.012
N -1.199 1.793 1.903  0.031
N 2.842 -1.700 -4.373  0.000
N 0.307 0.060 1.678  0.047
C 2.793 0.196 -1.202  0.000
C 3.071 -0.159 -2.510  0.000
C -1.144 3.617 0.367  0.010
C 1.506 -1.805 -0.931  0.002
C 2.572 -1.348 -3.041  0.000
C 1.770 -2.159 -2.243  0.000
C -0.174 1.257 1.186  0.012
C -1.748 -2.468 1.568  0.058
C -1.666 2.948 1.463  0.010
C -0.140 2.959 -0.314  0.007
C 2.013 -0.627 -0.408  0.001
H -1.536 4.570 0.047  0.001
H -2.517 3.341 2.011  0.000
H 1.361 -3.078 -2.649  0.000
H 0.278 3.367 -1.231  0.000
H 3.687 0.485 -3.129  0.000
H 2.778 -2.688 -4.557  0.000
H 3.184 1.110 -0.775  0.000
H 3.695 -1.307 -4.736  0.000
H 0.905 -2.449 -0.303  0.001